# 1
C2H9N2OP as an isolated structure at a distorted geometry. Source: the Open Molecules 2025 dataset; level of theory: wB97M-V/def2-TZVPD.

Properties
energy	-16535.4210	eV
2S+1	1
HOMO	-8.34	eV
lowest unoccupied orbital energy	0.95	eV
energy relative to the best compared isomer or geometry (same formula, charge and spin)	44.5	kcal per mole

Positions of all 15 atoms, in Å:
C1 0.487605 -0.182687 1.939394
C2 0.013227 0.949334 0.999815
N1 -0.760101 -1.237448 -2.614599
N2 -2.542922 -1.177229 -0.663331
O1 -0.220319 0.629838 -0.364350
P1 -0.892665 -1.344988 -0.988440
H1 0.950412 -1.074671 1.349321
H2 1.210945 0.186150 2.766610
H3 -0.414698 -0.708846 2.372595
H4 0.819968 1.687780 0.822499
H5 -0.844652 1.337300 1.440034
H6 -1.137848 -0.493958 -3.129411
H7 0.069824 -1.542569 -3.056329
H8 -2.810037 -1.262285 0.277025
H9 -3.213815 -0.621442 -1.322827

Forces on atoms 1 to 2 (eV/Å):
0.5 -1.8 -0.1
2.5 -1.1 -1.7

***

# 2
C19H14NO4PdTe as an isolated structure. Source: the Open Molecules 2025 dataset; level of theory: wB97M-V/def2-TZVPD.

Properties
<S²>	6.0451
energy	-40351.1341	eV
2S+1	5
HOMO (spin up / spin down)	-17.93 / -18.61	eV
lowest unoccupied orbital energy (spin up / spin down)	-9.79 / -13.59	eV
energy relative to the best compared isomer or geometry (same formula, charge and spin)	0.0	kcal per mole
total charge	+3

Positions of all 40 atoms, in Å:
Pd1 1.002710 -0.217031 0.078376
O1 0.276477 1.701166 3.845584
C1 0.637235 1.205499 2.698607
O2 -0.124698 0.678946 1.892637
C2 2.107513 1.330371 2.426368
C3 3.032474 1.926921 3.269386
C4 4.364638 1.946523 2.870404
C5 4.733442 1.370125 1.658848
C6 3.738268 0.795511 0.887695
N1 2.462808 0.786743 1.267480
C7 3.925064 0.100383 -0.440117
O3 5.138020 0.096137 -0.885615
O4 2.999531 -0.422716 -1.051433
H1 -0.672798 1.575933 4.020278
H2 2.720949 2.358627 4.210527
H3 5.113862 2.403658 3.503063
H4 5.765865 1.367078 1.333494
Te1 -0.286769 0.356388 -2.279064
C8 -2.333965 0.852187 -1.967795
C9 -3.331578 -0.002588 -2.460128
C10 -4.729101 0.351616 -2.402434
C11 -5.120522 1.563510 -1.891392
C12 -4.134740 2.422807 -1.418372
C13 -2.728393 2.061752 -1.453052
C14 -0.294916 -1.531895 -1.342872
C15 0.600477 -2.507275 -1.844600
C16 0.577301 -3.778038 -1.312755
C17 -0.324432 -4.094636 -0.293504
C18 -1.205924 -3.139775 0.207547
C19 -1.208535 -1.858943 -0.314875
H5 -3.077980 -0.955646 -2.912756
H6 -5.449838 -0.359563 -2.787976
H7 -6.162720 1.851546 -1.861302
H8 -4.397286 3.393940 -1.014321
H9 -2.019171 2.786881 -1.072232
H10 1.292619 -2.266681 -2.642955
H11 1.251220 -4.532642 -1.695440
H12 -0.340309 -5.098691 0.110421
H13 -1.894527 -3.399980 1.000099
H14 -1.902271 -1.118148 0.064195

Forces on atoms 1 to 2 (eV/Å):
0.0 0.1 -0.1
0.0 0.0 0.0

***

# 3
A 4-piece molecular cluster, C32H61NO8 overall. Source: the Open Molecules 2025 dataset; level of theory: wB97M-V/def2-TZVPD.

Properties
energy	-52042.3087	eV
2S+1	1
HOMO	-9.26	eV
lowest unoccupied orbital energy	0.69	eV
SMILES	CCCCCCCCCCCCCCCN(CC(=O)OC(C)=O)C(=O)O.C1CCOC1.C1CCOC1.C1CCOC1

Positions of all 102 atoms, in Å:
C1 6.713908 -1.550788 -0.689810
C2 5.355776 -1.233215 -0.030074
C3 4.951739 0.254743 -0.072503
C4 3.549810 0.477540 -0.660068
C5 3.160224 1.965141 -0.685173
C6 1.772281 2.239614 -0.088450
C7 0.613581 1.906664 -1.053958
C8 -0.392585 3.055294 -1.206950
C9 -1.759718 2.583912 -1.720728
C10 -2.783055 2.263687 -0.605392
C11 -4.108560 3.009940 -0.783788
C12 -5.255726 2.430201 0.056157
C13 -6.652086 2.637609 -0.567903
C14 -7.596153 1.413520 -0.447409
C15 -8.600632 1.569355 0.689745
N1 -9.812642 0.739460 0.529742
C16 -10.639261 1.153748 -0.598083
C17 -11.582674 0.026169 -0.967827
O1 -11.233528 -1.117146 -1.138162
O2 -12.861891 0.427381 -1.096839
C18 -13.773765 -0.640762 -1.297369
C19 -14.075227 -0.908201 -2.727392
O3 -14.271383 -1.163052 -0.352684
C20 -10.587941 0.806839 1.741088
O4 -11.183416 1.773292 2.129851
O5 -10.542843 -0.341248 2.432250
H1 7.266764 -0.631808 -0.884776
H2 7.329514 -2.171112 -0.038358
H3 6.598391 -2.090448 -1.628424
H4 5.372622 -1.573172 1.005387
H5 4.578418 -1.801820 -0.543936
H6 5.665416 0.811024 -0.683598
H7 4.959392 0.683766 0.932117
H8 2.838781 -0.079978 -0.045166
H9 3.562957 0.062568 -1.669873
H10 3.881126 2.548217 -0.106661
H11 3.189944 2.357673 -1.703095
H12 1.713621 3.291287 0.197674
H13 1.663988 1.613793 0.799217
H14 0.070364 1.036440 -0.675339
H15 1.004098 1.635984 -2.036624
H16 0.027884 3.797557 -1.888205
H17 -0.518742 3.520887 -0.226791
H18 -1.605471 1.674371 -2.307436
H19 -2.189800 3.313696 -2.409607
H20 -2.988066 1.191613 -0.592018
H21 -2.333596 2.525712 0.355796
H22 -4.382176 2.928850 -1.839579
H23 -3.963931 4.062649 -0.534524
H24 -5.076044 1.373906 0.262101
H25 -5.254254 2.931157 1.028474
H26 -6.544165 2.885112 -1.624444
H27 -7.117683 3.501628 -0.090955
H28 -6.980829 0.537503 -0.250919
H29 -8.094433 1.279582 -1.404249
H30 -8.868350 2.617346 0.864833
H31 -8.118680 1.221979 1.607717
H32 -11.215257 2.061081 -0.396823
H33 -10.028370 1.327240 -1.480286
H34 -14.670024 -1.814589 -2.787685
H35 -14.647392 -0.067304 -3.123634
H36 -13.162368 -1.003822 -3.311110
H37 -10.295901 -1.047263 1.817763
C21 4.925534 6.941442 -0.113514
C22 3.946840 7.508807 -1.139515
C23 3.883764 6.378999 -2.159204
O6 4.085821 5.168539 -1.428337
C24 4.542519 5.467424 -0.108688
H38 4.845025 7.399695 0.870897
H39 5.952175 7.064635 -0.464798
H40 2.967297 7.659816 -0.680658
H41 4.266860 8.453007 -1.577252
H42 4.677036 6.475411 -2.908385
H43 2.925289 6.324128 -2.676745
H44 3.728964 5.271616 0.599498
H45 5.377131 4.808935 0.134784
C25 9.369807 -5.866849 2.576186
C26 9.747052 -4.565281 3.280904
C27 9.827803 -3.594147 2.109790
O7 8.881920 -4.052128 1.144462
C28 8.427827 -5.366315 1.489649
H46 8.901532 -6.601211 3.229822
H47 10.256623 -6.322878 2.130309
H48 8.950804 -4.265579 3.966133
H49 10.677167 -4.622603 3.844589
H50 10.826067 -3.599389 1.657970
H51 9.582004 -2.568445 2.389077
H52 7.401596 -5.297435 1.852532
H53 8.430402 -5.991531 0.597927
C29 3.295282 -6.415976 1.775227
C30 3.291399 -7.618166 0.833956
C31 4.637050 -7.464974 0.137619
O8 5.513457 -6.852109 1.086285
C32 4.757628 -6.361246 2.195801
H54 2.618366 -6.518072 2.621902
H55 3.025203 -5.509775 1.228949
H56 3.265691 -8.546322 1.408983
H57 2.455769 -7.626847 0.136060
H58 4.558391 -6.814341 -0.739783
H59 5.066342 -8.417045 -0.175881
H60 4.945864 -7.003946 3.063076
H61 5.092719 -5.350848 2.435135

Forces on atoms 1 to 2 (eV/Å):
-0.1 0.0 0.3
0.1 0.2 -0.2